{
  "formula": "C5H10O2",
  "method": "ωB97M-V/def2-TZVPD",
  "e_tot_ev": -9440.8497,
  "orbital_gap_ha": 0.34476,
  "max_force_ev_per_a": 1.23,
  "smiles": "C/C=C/O.CC=O",
  "e_homo_ev": -8.4,
  "de_lowest_ev": 2.193,
  "spin_multiplicity": 1,
  "charge": 0,
  "mol_weight_g_mol": 102.1,
  "species": ["C", "C", "C", "O", "H", "H", "H", "H", "H", "H", "O", "C", "C", "H", "H", "H", "H"],
  "positions_angstrom": [[0.289, -1.030, -2.370], [0.145, -1.642, -0.993], [-0.959, -1.549, -0.260], [-1.144, -2.359, 0.826], [0.365, -1.824, -3.108], [-0.564, -0.377, -2.558], [1.173, -0.388, -2.407], [0.957, -2.280, -0.660], [-1.737, -0.837, -0.505], [-1.848, -1.983, 1.359], [-0.931, 0.909, 1.410], [0.143, 1.368, 1.132], [0.733, 2.558, 1.825], [0.764, 0.868, 0.366], [-0.026, 2.980, 2.481], [1.015, 3.297, 1.071], [1.624, 2.290, 2.390]],
  "forces_ev_per_angstrom": [[-0.017, 0.469, 1.136], [-0.030, -0.067, -0.451], [0.632, -0.232, -0.330], [-0.084, 0.353, 0.071], [-0.023, 0.135, -0.249], [-0.084, -0.174, -0.300], [0.112, -0.176, -0.230], [-0.149, -0.155, 0.077], [-0.228, -0.185, 0.017], [-0.057, 0.039, 0.201], [-0.445, -0.020, 0.043], [0.458, -0.252, 0.240], [-0.380, 0.242, -0.238], [0.016, 0.057, -0.106], [0.116, 0.045, 0.093], [0.111, 0.012, 0.067], [0.053, -0.090, -0.037]]
}